Below is a structure of composition C37H48N4PS5Zr, with properties calculated with ωB97M-V with the def2-TZVPD basis set.

Properties
HOMO energy, eV: -10.2
Max |F|, eV Å⁻¹: 0.3
Total charge: +1
Calculated total energy, a.u.: -4037.10960
HOMO-LUMO gap, eV: 7.47
ΔE to the lowest compared entry with this formula, charge and spin, kJ/mol: 0.0

```
96
Properties=species:S:1:pos:R:3:forces:R:3
Zr 0.76233 0.49964 -0.42960 0.25 0.19 -0.02
S 2.65395 -6.73069 -0.14751 0.01 -0.01 -0.01
S -0.98651 2.59757 -0.47033 -0.14 -0.06 -0.04
S 1.83955 0.86275 1.79837 0.03 0.04 0.08
S 0.48049 0.79500 -2.96092 -0.08 0.02 -0.05
S 3.65166 0.69479 -0.97077 0.00 0.03 -0.06
P -2.01349 -1.05751 1.03798 -0.06 0.03 -0.08
N 1.66370 -1.64917 -1.00047 -0.09 0.03 -0.09
N 1.85828 3.24431 -0.95135 0.08 -0.06 0.12
N 2.92350 -6.18819 -2.71995 0.00 0.01 0.00
N -0.75990 -0.36197 0.31795 -0.14 -0.20 0.08
C 5.41532 2.34955 2.87445 -0.04 0.00 0.04
C -1.81588 -3.57374 -0.17076 -0.01 0.01 0.01
C 2.96459 -3.54510 -0.35288 -0.02 0.00 -0.01
C 5.66394 1.65311 0.60008 0.02 0.01 -0.01
C -3.15724 -0.91979 -1.50771 -0.01 0.00 0.01
C -1.69827 -2.90095 1.20547 0.00 0.00 0.01
C -2.23158 -0.29756 2.73371 -0.07 0.05 0.05
C -3.19868 3.42594 -3.71093 0.00 0.00 0.00
C -1.53968 2.60324 -2.16303 0.01 0.02 0.00
C -2.67215 3.37249 -2.43628 0.01 0.00 0.01
C 3.28524 5.49962 -0.19165 0.00 0.02 0.01
C -3.54423 -0.77062 -0.02540 -0.01 -0.01 0.03
C 3.91124 4.46605 -0.87204 -0.02 -0.02 -0.03
C 3.16123 3.36105 -1.23327 0.01 0.04 0.01
C 2.36897 -4.31332 -1.34667 0.02 -0.02 0.00
C 4.32078 1.29039 0.56321 0.02 0.00 -0.01
C -3.59520 -0.59948 3.37157 -0.01 -0.01 -0.01
C 2.59536 -2.22506 -0.22356 -0.01 0.00 0.01
C -0.24639 -3.11923 1.65448 0.05 -0.01 -0.01
C 1.92968 5.40978 0.05005 0.01 0.02 -0.04
C 6.21285 2.19229 1.74931 0.04 0.00 -0.04
C -1.49616 1.89313 -4.44576 0.00 0.01 0.00
C -4.05793 0.66890 0.12830 0.02 0.01 -0.05
C 1.43638 -3.70991 -2.17918 0.00 0.03 0.00
C -0.93498 1.83452 -3.16367 0.03 0.00 -0.02
C -2.63014 -3.62197 2.18769 0.01 0.00 0.01
C 1.10164 -2.38484 -1.96367 0.04 -0.04 0.01
C -1.13119 -0.78895 3.68712 0.00 0.03 -0.01
C 3.51555 1.42086 1.69583 -0.03 0.01 0.04
C 2.68334 -5.76694 -1.47053 0.00 -0.01 0.02
C -2.59994 2.67707 -4.71842 0.00 0.00 0.01
C 3.77735 2.21126 -1.96208 -0.02 -0.09 0.01
C -2.03882 1.22634 2.63464 0.04 -0.05 -0.02
C -0.24688 4.22862 -0.25417 0.00 0.02 0.04
C 1.25074 4.27181 -0.37332 -0.02 0.03 -0.08
C -4.71298 -1.71296 0.29360 0.01 0.00 0.01
C 4.08883 1.95693 2.85124 0.03 0.01 0.01
H -0.05240 -4.19481 1.65919 0.00 0.00 0.00
H -2.45926 -3.31944 3.21937 0.00 -0.02 -0.03
H 3.02588 -1.60355 0.55214 0.00 0.00 0.01
H 7.25604 2.47683 1.77032 0.00 0.00 0.00
H -2.84398 -3.67139 -0.51021 0.01 0.00 -0.02
H -3.13921 3.92644 -1.63037 0.00 0.00 0.00
H 1.39507 6.20709 0.54894 -0.01 0.00 0.00
H -1.40076 -4.58103 -0.08855 0.00 0.00 0.00
H 6.27779 1.51022 -0.28122 0.00 0.00 0.00
H -3.68498 -3.48848 1.95721 0.00 -0.01 0.00
H -0.13721 -0.65516 3.25920 0.01 -0.02 0.02
H -3.29026 1.40243 -0.10986 0.00 0.01 0.02
H -2.21324 1.64716 3.62759 0.00 -0.01 0.01
H 4.96512 4.50722 -1.10967 0.00 0.00 0.00
H -0.69187 4.87362 -1.01407 0.00 0.01 0.01
H 0.35701 -1.88645 -2.57168 0.00 0.00 0.00
H -1.04011 1.30649 -5.23210 0.00 0.00 0.00
H 3.22231 1.99739 -2.87693 0.01 0.00 -0.01
H -1.26208 -1.82479 3.99350 0.00 0.03 -0.01
H -2.93318 -1.94344 -1.79220 0.02 -0.02 0.00
H -4.49084 -2.75492 0.07837 -0.01 0.00 0.00
H -4.45897 0.88328 1.11528 -0.01 -0.01 0.01
H -2.71285 1.71553 1.93978 -0.02 0.00 0.02
H -4.87057 0.80434 -0.58930 0.00 0.00 0.00
H 3.05243 -5.53996 -3.47855 0.00 -0.01 -0.01
H 3.47549 2.05844 3.73680 -0.01 0.00 0.00
H -2.30519 -0.29056 -1.76558 0.00 -0.01 -0.01
H -4.01033 -0.59369 -2.10752 0.00 0.00 0.00
H 5.83283 2.76670 3.78134 0.00 0.00 0.00
H -4.42042 -0.11920 2.85066 -0.01 0.00 0.00
H -0.03162 -2.73908 2.64740 0.00 -0.02 -0.02
H 3.68555 -3.98551 0.32061 0.00 0.00 0.00
H 3.14189 -7.15981 -2.87078 0.00 0.00 0.00
H 0.93529 -4.26798 -2.95867 -0.01 0.00 0.00
H 0.44323 -2.65503 0.95620 0.00 0.01 0.02
H -0.57182 4.60106 0.71749 0.01 -0.04 0.02
H -1.18386 -0.17509 4.58912 0.00 0.00 0.01
H -3.00205 2.69939 -5.72278 0.00 0.00 0.00
H -4.07049 4.03197 -3.91523 0.00 0.00 0.00
H -1.01528 1.46242 2.34505 0.01 0.01 0.01
H -1.24414 -3.03919 -0.92800 0.01 0.01 -0.01
H -3.80466 -1.66566 3.43839 -0.01 0.04 0.01
H -5.55512 -1.42647 -0.34064 0.00 0.00 0.00
H 4.82050 2.40031 -2.20511 0.01 -0.01 0.01
H -5.04577 -1.63640 1.32793 0.00 0.00 -0.01
H -3.58441 -0.20565 4.39042 0.00 0.01 0.00
H 3.84634 6.36668 0.13057 0.00 0.00 0.00
H -2.41409 -4.69128 2.12700 0.00 0.00 0.00
```
Forces are in eV/Å.


Below is a structure of composition C28H33IrN8O4S at a distorted geometry, with properties calculated with ωB97M-V with the def2-TZVPD basis set.

Properties
HOMO energy (alpha / beta), eV: -12.3 / -12.3
Max |F|, eV Å⁻¹: 2.2
Total charge: +2
Calculated total energy, a.u.: -2327.88060
HOMO-LUMO gap (alpha / beta), eV: 6.18 / 6.18
ΔE to the lowest compared entry with this formula, charge and spin, kJ/mol: 161.4

```
75
Properties=species:S:1:pos:R:3:forces:R:3
Ir 0.13609 0.29533 0.42037 0.49 -1.90 0.88
S 1.74750 0.46378 2.17750 0.23 0.59 -0.12
O -0.03207 -1.80956 0.76375 0.24 -0.82 0.10
O 0.14946 2.28714 0.48268 -0.09 0.86 -0.52
O 1.28273 0.50026 -1.26358 0.05 -0.25 -0.41
O 2.32870 2.78292 0.02688 -0.17 -0.03 0.16
N -1.05479 -0.51969 -1.09138 -1.09 1.75 0.10
N -1.38478 0.41509 1.81275 -0.10 0.05 0.04
N 3.52090 -0.01713 0.20458 0.11 -0.12 -0.03
N -4.74421 1.73752 1.82134 0.13 0.01 0.01
N 4.19329 -0.47680 2.34520 -0.06 -0.06 0.01
N -1.53011 0.22252 -2.01251 0.63 -1.28 -1.20
N -3.49073 0.87517 3.54140 0.13 -0.05 0.04
N 2.17953 5.23250 0.73212 -0.25 -0.32 0.19
C -3.58586 1.19571 2.25055 -0.15 -0.01 0.06
C 1.38931 5.65177 2.94210 -0.09 -0.04 -0.11
C -2.98621 -3.67280 -1.48255 0.03 0.09 0.06
C 1.49633 2.15086 -2.89410 0.13 -0.20 -0.27
C -1.29252 0.07293 3.10893 0.03 -0.09 -0.09
C 0.61186 -2.55642 1.81560 0.14 -0.15 0.07
C -1.43092 -3.80782 0.36352 0.15 -0.03 0.18
C 4.74863 -0.53333 -0.38969 -0.01 0.07 0.11
C -2.62059 2.00666 -3.89900 -0.13 0.02 -0.02
C -2.42020 -4.38040 -0.42953 -0.01 0.06 -0.03
C -2.57653 -2.37386 -1.74455 -0.20 -0.09 -0.13
C -1.03376 -2.51385 0.08724 0.06 -0.25 0.25
C -0.70001 1.13636 -2.53991 0.03 1.21 0.44
C -1.25966 2.01629 -3.56533 0.23 -0.29 0.33
C 3.26452 -0.04248 1.48773 0.04 0.14 0.12
C -2.22914 3.67210 -5.60828 -0.14 0.00 -0.02
C 2.66179 5.61025 2.11154 -0.11 0.11 0.13
C -0.40065 2.89179 -4.24653 0.09 0.07 -0.11
C -2.50856 0.97179 1.37169 0.08 -0.08 0.11
C -2.35693 0.32037 3.95133 -0.24 0.08 0.04
C -1.60784 -1.80430 -0.93773 -0.15 0.72 0.12
C 0.88355 4.46138 0.88262 -0.02 -0.06 0.19
C 0.69069 1.22174 -2.18963 -0.19 0.10 0.09
C 0.54744 4.49919 2.38551 0.04 0.17 -0.01
C 0.97515 2.93085 -3.87723 0.03 0.09 -0.07
C -0.90291 3.71064 -5.27917 0.15 0.03 0.07
C 1.18868 3.03893 0.39897 -0.25 -0.05 -0.13
C -3.09424 2.82282 -4.90077 0.00 -0.04 0.04
H 1.36895 -1.91603 2.24344 -0.03 -0.02 0.01
H -5.48282 1.88428 2.48755 -0.01 -0.01 0.01
H 2.09030 6.04108 0.12466 -0.04 0.02 -0.04
H -0.11984 -2.82689 2.57579 -0.03 0.01 -0.02
H 2.81625 0.38083 -0.41593 -0.07 0.01 -0.05
H 0.82062 3.55186 2.85266 0.02 0.00 -0.02
H 4.84356 -1.60714 -0.22288 -0.01 -0.01 0.00
H -0.51582 4.66104 2.54280 -0.01 -0.07 0.00
H 3.18848 6.55892 2.07251 0.09 -0.03 -0.09
H -2.56785 1.24755 0.32813 0.06 -0.01 -0.01
H -0.99450 -4.37393 1.17297 -0.03 -0.03 -0.05
H 0.87588 6.60320 2.79076 0.02 0.00 0.05
H 1.07284 -3.45079 1.40048 -0.06 0.00 -0.09
H -3.74754 -4.13075 -2.09854 0.01 0.00 0.01
H 4.71126 -0.35095 -1.45832 -0.01 -0.01 -0.02
H -0.37620 -0.38423 3.44895 -0.02 0.03 0.01
H 2.54163 2.21003 -2.62088 -0.03 -0.01 -0.02
H -4.14887 2.81303 -5.14631 0.04 -0.04 -0.01
H 3.34143 4.83051 2.44696 0.01 -0.05 -0.05
H 3.98909 -0.50004 3.32940 0.01 -0.02 0.00
H -0.22385 4.37100 -5.80620 0.00 -0.04 0.01
H 5.10954 -0.76070 2.04047 0.00 0.03 0.02
H -2.74317 -5.39071 -0.21621 0.02 0.03 -0.02
H 5.62852 -0.02667 0.01183 -0.01 0.03 -0.02
H -2.99668 -1.79707 -2.55650 0.03 -0.04 -0.02
H 1.62177 3.62804 -4.40127 -0.03 -0.03 0.02
H -2.61296 4.29071 -6.40809 -0.01 0.01 0.03
H -4.88761 2.00525 0.86557 -0.01 -0.01 0.00
H 0.10396 4.89897 0.26444 0.06 0.13 -0.03
H 1.59917 5.54265 4.00386 0.00 0.04 -0.01
H 2.78154 4.50761 0.29327 0.25 0.12 -0.14
H -3.29160 1.35204 -3.36012 -0.02 0.00 -0.04
H -2.29282 0.06658 5.00332 0.01 -0.01 -0.04
```
Forces are in eV/Å.


Below is the ion C2HN2O3 with charge -1 at a distorted geometry, with properties calculated with ωB97M-V with the def2-TZVPD basis set.

Properties
HOMO energy, eV: -3.4
Max |F|, eV Å⁻¹: 3.5
Total charge: -1
Calculated total energy, a.u.: -412.07090
HOMO-LUMO gap, eV: 7.59
SMILES: [H]/N=c1/[n-]oc(=O)o1
ΔE to the lowest compared entry with this formula, charge and spin, kJ/mol: 51.2

```
8
Properties=species:S:1:pos:R:3:forces:R:3
O 2.24230 -1.31954 0.01008 0.06 -0.68 -0.25
O -0.00528 -0.88250 -0.05979 -0.33 0.49 0.13
O 1.44082 0.75998 -0.03278 -0.18 -0.71 -0.30
N -2.03166 0.57257 -0.02675 0.57 -0.63 0.16
N 0.15114 1.34495 -0.01831 1.59 3.15 0.23
C -0.74192 0.45384 -0.00363 -0.50 -1.88 -0.54
C 1.30024 -0.57634 -0.05295 -0.47 0.78 0.58
H -2.35564 -0.35297 0.18413 -0.74 -0.52 0.00
```
Forces are in eV/Å.